Density functional theory data (wB97M-V/def2-TZVPD) for C37H25N6S2V as an isolated structure.

Each line ends with the Löwdin spin population.
Element x y z (Å)
V  -0.230  0.660  -0.652  1.429
C  -2.707  -3.320  -2.158  -0.028
C  -2.969  -2.153  -2.864  0.000
C  -2.705  -0.926  -2.289  -0.025
C  -2.181  -0.855  -0.981  -0.027
C  -1.912  -2.037  -0.277  -0.022
C  -2.176  -3.258  -0.875  0.001
N  -1.957  0.410  -0.457  -0.219
C  -2.908  1.369  -0.423  -0.007
C  -4.296  1.243  -0.350  -0.049
C  -5.055  2.397  -0.416  0.014
C  -4.459  3.651  -0.570  -0.062
C  -3.081  3.800  -0.631  0.008
C  -2.296  2.648  -0.547  -0.041
N  -0.939  2.481  -0.695  -0.002
N  -0.214  3.493  -0.961  0.002
C  1.047  3.130  -1.269  -0.001
C  1.999  4.064  -1.710  0.001
C  3.249  3.605  -2.059  0.013
C  3.516  2.239  -1.940  -0.009
C  2.531  1.380  -1.488  0.017
N  1.298  1.794  -1.166  -0.019
H  -2.937  -4.278  -2.597  -0.001
H  -3.406  -2.202  -3.851  0.000
H  -2.931  -0.005  -2.817  0.000
H  -1.559  -1.983  0.748  0.000
H  -1.996  -4.171  -0.330  0.000
H  -4.758  0.274  -0.227  -0.002
H  -6.129  2.322  -0.369  0.001
H  -5.091  4.521  -0.659  -0.003
H  -2.632  4.772  -0.772  0.001
H  1.732  5.105  -1.772  0.000
H  4.011  4.281  -2.413  0.001
H  4.489  1.842  -2.184  -0.001
H  2.757  0.327  -1.370  0.001
S  1.335  -3.653  -4.211  0.000
C  1.804  -5.175  -4.786  0.000
C  2.406  -5.949  -3.815  0.000
C  2.488  -5.305  -2.584  0.000
C  1.938  -4.031  -2.600  0.000
C  1.781  -3.125  -1.506  0.000
C  1.151  -1.866  -1.687  0.007
N  0.915  -1.029  -0.705  0.001
C  1.294  -1.355  0.552  0.003
C  1.968  -2.568  0.845  0.001
C  2.370  -2.825  2.193  -0.002
C  2.128  -1.925  3.176  0.001
C  1.434  -0.703  2.911  0.000
C  1.159  0.246  3.888  0.013
C  0.484  1.431  3.562  -0.001
C  0.060  1.579  2.215  0.009
N  0.303  0.688  1.276  -0.007
C  1.000  -0.433  1.586  0.010
C  0.256  2.451  4.540  0.000
C  -0.334  3.698  4.391  -0.002
C  -0.342  4.442  5.568  0.000
C  0.240  3.771  6.629  -0.003
S  0.800  2.239  6.208  0.000
C  2.202  -3.448  -0.209  0.001
H  1.620  -5.441  -5.811  0.000
H  2.764  -6.945  -3.998  0.000
H  2.932  -5.756  -1.715  0.000
H  0.842  -1.557  -2.683  0.000
H  2.879  -3.751  2.407  0.000
H  2.453  -2.115  4.186  0.000
H  1.485  0.073  4.902  0.001
H  -0.489  2.465  1.914  0.000
H  -0.740  4.070  3.469  0.000
H  -0.751  5.432  5.658  0.000
H  0.353  4.131  7.635  0.000
H  2.712  -4.377  -0.009  0.000

- Charge: +3
- E_LUMO (spin up / spin down): -10.8070 / -11.0342 eV
- Spin multiplicity: 2
- Gap between HOMO and LUMO (spin up / spin down): 4.065 / 3.841 eV
- HOMO energy (spin up / spin down): -14.9 / -14.9 eV